Record 1
{"formula": "C8H15N2OP", "method": "ωB97M-V with the def2-TZVPD basis set", "symbols": ["C", "C", "C", "C", "C", "C", "C", "C", "N", "N", "O", "P", "H", "H", "H", "H", "H", "H", "H", "H", "H", "H", "H", "H", "H", "H", "H"], "coordinates": [[-3.542060, 1.506876, -0.120487], [1.487814, 0.239874, 0.374604], [2.912613, 0.432661, -1.176852], [2.577118, 1.253204, 0.125596], [1.682827, -0.423792, -0.778799], [3.375126, 1.559997, 1.411415], [-4.444901, 0.644842, 0.589863], [-4.179657, -0.884199, 0.512936], [-2.856464, 2.161810, -0.763119], [-1.676564, -0.808375, -1.244058], [-2.878430, -1.082480, 0.932056], [-1.590827, -1.766234, 0.207413], [-2.298379, -3.080492, -0.357455], [0.740301, 0.185617, 1.162136], [2.837548, 0.948535, -2.040974], [3.820112, -0.017054, -1.128595], [2.368222, 2.251173, -0.374560], [1.186130, -1.203424, -1.336330], [4.305085, 2.015220, 1.072918], [3.516787, 0.604526, 2.017807], [2.948424, 2.433846, 1.991982], [-4.439023, 0.650949, 1.715643], [-5.527952, 0.725178, 0.439153], [-4.270120, -1.228464, -0.464645], [-4.963971, -1.445573, 1.151219], [-1.620595, 0.153168, -1.079214], [-0.985313, -1.136363, -1.904080]], "forces_ev_per_a": [[-0.519, -0.063, -0.001], [-1.437, 4.887, 6.990], [-2.111, -1.794, 3.758], [-1.556, 1.547, -0.099], [2.237, -3.837, -8.001], [0.476, -0.022, -0.189], [-1.666, -2.422, 2.849], [-0.795, 0.281, 0.400], [0.276, 0.194, -0.019], [-0.173, -2.821, 0.004], [0.806, -0.331, 1.812], [-1.437, -1.019, -1.136], [0.943, 1.720, 0.471], [0.262, -0.063, -0.114], [-0.362, 1.877, -2.716], [2.873, -1.884, -0.094], [-0.682, -0.515, 1.115], [-0.066, 0.125, 0.131], [0.618, -0.469, 0.237], [0.007, 1.572, -0.584], [-0.168, -1.440, -0.442], [0.702, 1.376, -0.896], [0.312, 0.768, -0.807], [-0.337, -0.701, -1.942], [1.374, 0.956, -0.691], [0.414, 1.728, 0.243], [0.010, 0.349, -0.280]], "lowdin_charge": [-0.22, -0.12, -0.08, -0.33, -0.10, -0.08, -0.16, -0.30, 0.16, -0.19, -0.48, 0.81, -0.03, 0.08, 0.07, 0.07, 0.14, 0.06, 0.06, 0.10, 0.09, 0.14, 0.12, 0.08, 0.15, -0.04, 0.01], "total_energy_ev": -22847.829, "e_lumo_ev": [0.80, -1.75], "charge": 0, "homo_energy_ha": [-0.1828, -0.3158], "s_squared": 2.01, "homo_lumo_gap_ev": [5.77, 6.84], "spin_multiplicity": 3}

---

Record 2
{"formula": "C5H10O2", "method": "ωB97M-V with the def2-TZVPD basis set", "symbols": ["C", "C", "C", "O", "C", "C", "O", "H", "H", "H", "H", "H", "H", "H", "H", "H", "H"], "coordinates": [[0.423349, -2.470883, -0.263523], [-0.328596, -1.484560, 0.630695], [0.056462, -0.042317, 0.324489], [-0.392066, 0.344986, -0.966054], [-0.752085, 1.043633, 0.915135], [0.314883, 3.143210, -0.526977], [0.650279, 2.500329, -1.525349], [0.105570, -3.499786, -0.064377], [0.235233, -2.250948, -1.318537], [1.504338, -2.414204, -0.090584], [-1.409461, -1.587133, 0.477401], [-0.124650, -1.693643, 1.689706], [1.138541, 0.103119, 0.451619], [0.092458, 1.218768, -1.262257], [-0.359258, 1.989401, 1.241210], [-1.829733, 0.875702, 0.874605], [0.674734, 4.224324, -0.587204]], "forces_ev_per_a": [[-0.011, -0.005, 0.000], [0.000, 0.174, -0.060], [-0.305, 0.609, 0.169], [0.795, -0.318, -1.729], [-0.222, -0.011, 1.210], [1.132, -0.439, -2.737], [-0.468, 1.698, 1.933], [0.050, 0.164, -0.035], [0.030, -0.031, 0.147], [-0.144, 0.001, -0.026], [0.108, 0.026, 0.032], [-0.031, 0.096, -0.177], [-0.110, -0.025, -0.059], [-0.731, -1.672, 0.300], [-0.038, -0.206, 0.490], [0.326, 0.293, -0.017], [-0.382, -0.355, 0.558]], "lowdin_charge": [-0.10, -0.21, -0.47, -0.07, 0.11, 0.01, -0.05, 0.07, 0.07, 0.07, 0.12, 0.12, 0.15, 0.01, 0.01, 0.09, 0.07], "total_energy_ev": -9436.763, "e_lumo_ev": [-1.09, 0.22], "charge": 0, "homo_energy_ha": [-0.2661, -0.3227], "homo_lumo_gap_ev": [6.15, 9.01], "spin_multiplicity": 1}

---

Record 3
{"formula": "C22H20BrNY", "method": "ωB97M-V with the def2-TZVPD basis set", "symbols": ["C", "C", "C", "H", "C", "C", "H", "H", "H", "H", "Y", "Br", "C", "C", "C", "H", "C", "C", "H", "H", "H", "H", "C", "C", "C", "C", "C", "C", "N", "C", "C", "C", "C", "C", "C", "H", "H", "H", "H", "H", "H", "H", "H", "H", "H"], "coordinates": [[-0.167916, -2.001036, -1.592551], [1.094863, -1.362404, -1.515297], [1.498631, -1.323221, -0.140129], [1.657989, -0.939669, -2.338498], [0.485629, -2.008273, 0.616247], [-0.545357, -2.403244, -0.281220], [-1.439894, -2.956117, -0.020453], [-0.749767, -2.168697, -2.494327], [2.460146, -0.949495, 0.249801], [0.550129, -2.247132, 1.680616], [-0.515182, 0.111996, -0.361396], [-1.106774, 1.131803, -2.760598], [-4.283304, 0.798909, -0.765075], [-4.598948, -0.485699, -0.256577], [-4.358011, -1.452795, -1.301277], [-4.982225, -0.714317, 0.741547], [-3.905410, -0.754314, -2.443674], [-3.863031, 0.642938, -2.121235], [-3.611686, 1.457545, -2.806883], [-4.365431, 1.751123, -0.243117], [-4.524243, -2.529454, -1.224627], [-3.626960, -1.182322, -3.405921], [2.244754, 2.119430, 4.548429], [1.077347, 1.390392, 4.275801], [0.473977, 1.371593, 2.995240], [1.145484, 2.043519, 1.930584], [2.034165, 3.084527, 2.313523], [2.697961, 3.011065, 3.552533], [1.026859, 1.687979, 0.575670], [2.029748, 2.093881, -0.348675], [1.686622, 2.481315, -1.670047], [2.654094, 2.568571, -2.665466], [4.027641, 2.538139, -2.358593], [4.392903, 2.331992, -1.009574], [3.419652, 2.053965, -0.042948], [2.778790, 2.039624, 5.519641], [0.662721, 0.801857, 5.106967], [-0.447896, 0.812549, 2.794007], [2.287313, 3.851114, 1.545791], [3.616901, 3.591258, 3.724813], [0.623586, 2.644114, -1.896000], [2.349720, 2.679684, -3.708203], [4.793418, 2.677269, -3.125538], [5.446385, 2.386932, -0.718696], [3.719731, 1.796905, 0.973325]], "forces_ev_per_a": [[0.239, -0.771, 0.104], [0.410, -0.324, 0.692], [0.193, -1.164, -0.143], [-0.188, 0.039, 0.084], [0.578, 0.044, -0.335], [0.603, -0.318, -0.152], [0.011, 0.227, -0.061], [0.083, 0.192, 0.255], [-0.817, -0.079, -0.291], [-0.168, 0.287, -0.379], [-1.290, 2.457, -0.086], [1.114, -0.015, -0.406], [0.576, -0.062, -0.794], [0.484, -1.085, -0.280], [-0.060, 0.723, 0.709], [0.115, 0.092, -0.325], [-0.176, 1.044, 0.445], [-1.075, -0.697, 0.302], [-0.269, -0.517, 0.473], [-0.127, -0.204, -0.067], [0.051, 0.318, 0.003], [-0.091, 0.057, 0.228], [0.133, 0.210, -0.362], [-0.272, -0.033, 0.004], [0.969, 0.158, 0.171], [0.323, 0.091, -0.775], [0.744, 0.002, 0.256], [-0.441, -0.104, -0.165], [-1.001, 0.313, 0.627], [0.586, 0.377, -0.189], [-0.334, -0.391, 0.855], [0.851, 0.242, -0.137], [-0.578, -0.155, 0.741], [-0.429, 0.002, -0.340], [-0.138, -0.132, -0.307], [-0.565, 0.016, -0.828], [-0.058, 0.200, -0.566], [0.426, -0.091, 0.181], [0.144, -0.884, 0.723], [-0.681, 0.058, -0.029], [0.822, -0.157, 0.011], [-0.040, 0.175, 0.321], [-0.320, -0.051, 0.220], [-0.344, -0.202, -0.079], [0.006, 0.111, -0.307]], "lowdin_charge": [-0.24, -0.22, -0.21, 0.11, -0.20, -0.21, 0.11, 0.11, 0.11, 0.11, 1.28, 0.21, -0.24, -0.23, -0.22, 0.05, -0.24, -0.37, 0.00, 0.05, 0.05, 0.06, -0.15, -0.13, -0.06, -0.31, -0.07, -0.11, -0.09, -0.32, -0.12, -0.10, -0.11, -0.11, -0.06, 0.09, 0.09, 0.09, 0.12, 0.10, -0.01, 0.10, 0.09, 0.09, 0.10], "total_energy_ev": -95715.827, "e_lumo_ev": 2.52, "charge": -1, "homo_energy_ha": -0.1122, "homo_lumo_gap_ev": 5.57, "spin_multiplicity": 1}

---

Record 4
{"formula": "C3H8N2", "method": "ωB97M-V with the def2-TZVPD basis set", "symbols": ["C", "C", "C", "N", "N", "H", "H", "H", "H", "H", "H", "H", "H"], "coordinates": [[0.758641, -0.998684, 1.321169], [0.113687, -0.079405, 0.316602], [-0.626431, -0.429046, -0.756506], [-1.237766, 0.465263, -1.757231], [0.517326, 1.340366, 0.412318], [1.540759, -0.473957, 1.889069], [1.264144, -1.853008, 0.911346], [0.315649, -1.236943, 2.304291], [-0.930259, -1.399875, -0.889607], [-1.548430, -0.143640, -2.580113], [-0.612798, 1.159775, -2.058936], [0.222659, 1.759211, 1.246405], [0.222818, 1.889943, -0.358806]], "forces_ev_per_a": [[0.729, 1.055, 1.594], [-0.427, 1.424, -1.066], [0.166, 2.774, -0.004], [-0.635, -3.071, 1.062], [1.028, -2.364, -0.296], [0.614, 0.521, -1.079], [-0.157, -0.600, -0.326], [-1.416, -0.564, -0.859], [-0.413, -2.280, -0.165], [0.613, 1.064, 1.145], [0.947, 1.017, -0.774], [-0.565, 0.670, 1.437], [-0.485, 0.353, -0.669]], "lowdin_charge": [-0.17, -0.42, -0.44, -0.08, 0.02, 0.05, 0.04, 0.05, 0.00, -0.02, -0.05, 0.02, -0.01], "total_energy_ev": -6218.241, "e_lumo_ev": [4.36, 4.23], "charge": -1, "homo_energy_ha": [0.0511, -0.1342], "s_squared": 0.75, "homo_lumo_gap_ev": [2.97, 7.88], "spin_multiplicity": 2}

---

Record 5
{"formula": "CH2N2O4", "method": "ωB97M-V with the def2-TZVPD basis set", "symbols": ["C", "N", "N", "O", "O", "O", "O", "H", "H"], "coordinates": [[-1.221691, -0.582768, 0.015148], [0.105297, -0.235865, -0.103888], [-3.496805, 0.175466, -0.068536], [-3.933397, -0.728372, -0.674950], [-1.581240, -1.618564, 0.569474], [-3.927098, 0.990427, 0.676149], [-2.039458, 0.402432, -0.405792], [0.663207, -0.759110, 0.433345], [0.443751, 0.412815, -0.883588]], "forces_ev_per_a": [[0.623, -2.093, 1.737], [-2.968, 3.669, -4.169], [0.924, -0.006, -0.290], [-0.804, -0.091, 0.121], [0.240, 1.847, -0.833], [0.236, -0.540, -0.366], [-0.418, 0.987, -0.108], [2.838, -2.307, 1.839], [-0.671, -1.466, 2.067]], "lowdin_charge": [-0.59, 0.18, -0.35, 0.19, 0.08, 0.18, 0.09, 0.05, 0.16], "total_energy_ev": -12235.640, "e_lumo_ev": -0.14, "charge": 0, "homo_energy_ha": -0.3962, "homo_lumo_gap_ev": 10.64, "spin_multiplicity": 1}

---

Taking the records one at a time from the top gives energy relative to the best compared isomer or geometry (same formula, charge and spin) values of 43.8 144.8 0.0 20.5 23.3 kcal/mol.